Density functional theory data (the ωB97M-V functional and the def2-TZVPD basis) for a structure of composition C7H6EuN2O4S in a non-equilibrium geometry.

The geometry in ORCA input format:
```
! RIJCOSX wB97M-V def2-TZVPD def2/J DEFGRID3
* xyz 2 8
H -2.520 -1.735 4.268
Eu -0.669 -0.002 0.097
N -1.176 -0.252 3.713
H -0.770 -2.900 5.381
C 0.083 -0.558 3.426
C 2.039 -0.002 -0.419
C -1.795 -1.077 4.742
H -2.273 -0.489 5.516
O 0.035 -3.385 -0.030
O 3.166 0.008 -0.549
C 0.010 2.243 -0.014
H -1.693 0.482 3.233
C -0.583 -1.841 5.267
S 1.195 0.323 2.397
O -2.691 0.001 -3.226
C -1.941 -0.008 -2.317
O 0.040 3.386 0.055
C 0.016 -2.239 -0.052
H 1.347 -1.913 4.293
H -0.225 -1.425 6.211
N 0.382 -1.590 4.199
*
```

The value obtained for the HOMO energy (spin up / spin down) is -16.2 / -16.3 eV.

Here are the Löwdin charges for atoms 1 to 5, given in e: H 0.128; Eu 1.199; N 0.008; H 0.132; C -0.817

=====

Density functional theory data (the ωB97M-V functional and the def2-TZVPD basis) for the molecule C7H6F3N3 in a non-equilibrium geometry.

The geometry in ORCA input format:
```
! RIJCOSX wB97M-V def2-TZVPD def2/J DEFGRID3
* xyz 0 1
H 0.053 0.901 1.937
H -2.556 -1.799 0.578
N -1.060 -0.496 -0.522
C 0.690 1.255 1.146
F 1.097 2.572 1.145
N 2.801 0.451 0.090
H -3.001 -0.658 -0.891
H -2.817 -0.084 0.657
H -1.398 1.459 -0.892
F 2.026 -2.126 0.769
H 3.127 1.400 0.082
C -0.033 -1.418 -0.143
C 1.653 0.245 0.599
F -0.444 -2.696 -0.224
C 0.446 0.913 -1.680
C -0.642 0.777 -0.829
N 1.318 1.268 -2.308
C -2.399 -0.790 0.014
C 1.141 -1.172 0.472
*
```

The value obtained for the HOMO energy (spin up / spin down) is -8.3 / -8.5 eV.

Here are the Löwdin charges for atoms 1 to 5, given in e: H 0.112; H 0.141; N -0.104; C -0.042; F -0.001